149
Properties=species:S:1:pos:R:3:forces:R:3 method="wB97M-V/def2-TZVPD" energy_ev=-89102.732 de_lowest_kcal_mol=198.8 total_charge=0 e_homo_ev=-8.6265 lumo_ev=-1.50 multiplicity=1 smiles="CC(C)[C@@H](C)COC1=C(P(O)O)C(=O)OC1=O.C1CCOC1.C1CCOC1.C1CCOC1.C1CCOC1.C1CCOC1.C1CCOC1.C1CCOC1.C1CCOC1.C1CCOC1"
C -1.1888 -0.1206 -2.6999 -0.8 0.2 -0.5
C -0.1791 0.8400 -1.8390 -0.2 0.5 1.2
C -0.0699 0.3107 -0.2562 -1.2 0.2 -0.2
C 1.2747 1.1321 -2.5324 0.1 0.4 -0.2
C 2.2041 2.2288 -1.6783 -0.1 -0.3 -1.2
C 2.1358 -0.2180 -2.9308 -0.2 2.6 -2.4
O 2.6553 -0.9712 -1.7948 -2.2 -4.5 -0.9
C 2.2869 -2.3762 -1.7707 1.5 -3.1 3.2
C 2.6593 -3.3129 -0.6394 -2.3 3.0 -3.6
P 3.6555 -2.8201 0.9162 1.6 -2.0 1.4
O 2.6155 -2.2164 2.1858 2.0 2.4 -2.8
O 4.8533 -1.6514 0.4242 -1.1 -1.2 0.8
C 2.0586 -4.8351 -0.9734 -0.5 -2.7 3.5
O 1.7762 -5.8423 -0.1371 2.1 6.9 -6.1
O 1.8338 -4.8462 -2.4339 -0.5 3.1 3.2
C 1.5222 -3.4180 -2.7581 -4.0 -0.1 -5.4
O 0.6489 -3.2782 -3.7583 6.0 -0.3 6.6
H -1.9661 0.5650 -3.2867 1.7 -1.5 1.2
H -0.6763 -0.7929 -3.5081 -0.8 1.2 1.6
H -1.8554 -0.8360 -2.0269 1.6 1.6 -1.2
H -0.7237 1.8993 -1.7536 1.3 -2.2 -0.3
H -1.1468 -0.1050 0.0449 2.6 0.9 -0.6
H 0.1207 1.2190 0.4928 0.0 -2.0 -1.7
H 0.6995 -0.5600 -0.1178 -1.3 1.8 -0.2
H 1.0475 1.6806 -3.5679 0.6 -1.4 2.1
H 2.6761 1.7583 -0.7121 -1.1 1.1 -1.8
H 3.0776 2.5973 -2.4019 -1.8 -0.9 1.6
H 1.5393 3.1780 -1.4815 1.3 -2.0 0.0
H 3.0850 0.1814 -3.5355 -1.9 -0.9 1.4
H 1.4938 -0.8106 -3.7036 1.2 0.5 1.8
H 2.8339 -1.2207 2.2195 -0.9 -1.8 0.2
H 5.7525 -1.9977 0.7435 -1.9 0.5 -0.5
C -1.6070 -4.1400 -6.4453 0.1 -0.6 0.2
C -2.1025 -3.4864 -7.7094 0.2 0.2 -0.6
C -3.3121 -2.7217 -7.2175 -0.4 0.1 0.2
O -3.0483 -2.3569 -5.8558 0.1 -0.2 -0.3
C -1.8924 -3.0775 -5.4066 0.1 0.4 0.3
H -0.5532 -4.4272 -6.4829 -0.1 0.0 0.1
H -2.2003 -5.0378 -6.2345 0.1 0.1 0.0
H -1.3466 -2.7874 -8.0863 -0.1 -0.1 0.0
H -2.3409 -4.1949 -8.5067 0.0 0.1 0.1
H -4.2099 -3.3489 -7.2275 0.0 0.0 -0.1
H -3.5081 -1.8223 -7.8083 0.0 0.0 0.1
H -1.0637 -2.3652 -5.3300 0.0 -0.1 0.1
H -2.0828 -3.4993 -4.4158 0.0 0.2 -0.1
C -3.9979 -2.9282 1.6846 0.1 -0.7 0.0
C -4.1311 -1.8632 2.7423 -0.5 0.4 0.1
C -2.7915 -1.1646 2.6591 0.4 0.2 0.2
O -2.3490 -1.2737 1.2991 -0.4 -0.3 0.2
C -3.1883 -2.2188 0.6212 0.1 0.2 -0.4
H -4.9557 -3.3010 1.3131 0.1 0.0 0.0
H -3.4297 -3.7774 2.0825 -0.1 0.0 -0.1
H -4.9330 -1.1672 2.4687 0.1 -0.1 0.2
H -4.3456 -2.2573 3.7388 0.0 0.1 -0.1
H -2.0465 -1.6567 3.2934 0.0 0.0 0.1
H -2.8502 -0.1101 2.9436 0.0 -0.1 -0.1
H -3.8359 -1.6596 -0.0629 0.0 -0.1 -0.1
H -2.5717 -2.9056 0.0350 0.1 0.1 0.0
C 1.8765 2.8874 -7.5445 -0.5 -0.3 -0.4
C 2.4121 4.2618 -7.2364 0.5 0.4 -0.2
C 2.0877 4.4058 -5.7654 -0.2 0.2 0.4
O 2.1291 3.0886 -5.1993 0.0 0.1 -0.4
C 2.1839 2.1344 -6.2687 0.2 -0.3 0.3
H 2.3257 2.4287 -8.4290 -0.1 0.0 0.1
H 0.7917 2.9373 -7.6969 0.1 -0.1 0.0
H 3.4985 4.2777 -7.3827 -0.1 0.1 0.0
H 1.9728 5.0527 -7.8496 0.1 -0.1 0.1
H 1.0771 4.8012 -5.6181 0.0 0.1 0.0
H 2.7959 5.0541 -5.2415 -0.1 -0.1 0.1
H 3.1955 1.7145 -6.2900 0.0 -0.1 -0.1
H 1.4741 1.3249 -6.0774 0.0 0.1 0.1
C -7.2869 2.4391 4.4501 -0.4 0.3 -0.4
C -7.2403 1.5382 5.6571 0.1 0.0 0.6
C -6.7456 0.2375 5.0628 0.1 -0.4 -0.2
O -5.9088 0.5804 3.9496 -0.3 0.1 0.2
C -6.0817 1.9749 3.6619 0.5 0.1 -0.1
H -7.2519 3.5037 4.6947 0.1 -0.1 -0.1
H -8.2033 2.2477 3.8793 0.1 0.1 0.0
H -6.5087 1.9217 6.3780 -0.1 -0.1 0.0
H -8.2016 1.4359 6.1671 0.1 0.0 0.0
H -7.5759 -0.3671 4.6829 0.0 0.0 0.1
H -6.1772 -0.3616 5.7799 0.0 0.0 -0.1
H -5.1734 2.4970 3.9819 -0.1 0.1 -0.1
H -6.2045 2.1167 2.5846 0.1 -0.1 0.1
C 1.9106 -7.5536 -9.0968 0.3 -0.5 -0.4
C 2.1732 -6.8149 -7.8099 -0.1 -0.1 0.6
C 2.3442 -5.3906 -8.2914 0.2 0.4 -0.1
O 1.5276 -5.2460 -9.4616 0.1 -0.3 0.2
C 1.0933 -6.5480 -9.8780 -0.3 0.2 -0.2
H 1.3946 -8.5071 -8.9589 0.0 0.1 0.0
H 2.8581 -7.7473 -9.6136 -0.1 0.0 0.0
H 1.2958 -6.8855 -7.1562 0.1 0.0 0.0
H 3.0409 -7.1861 -7.2588 -0.1 0.1 0.0
H 3.3813 -5.1907 -8.5808 0.0 0.0 0.1
H 2.0437 -4.6551 -7.5396 0.0 0.0 -0.1
H 0.0269 -6.6354 -9.6427 0.0 -0.1 -0.1
H 1.2218 -6.6515 -10.9589 0.0 0.1 0.1
C 2.7184 -4.5919 5.5799 -0.1 -0.3 -0.6
C 3.4079 -4.8048 6.9028 -0.1 -0.3 0.6
C 4.4312 -3.6901 6.9098 0.3 0.3 0.0
O 3.8705 -2.6058 6.1568 0.0 -0.4 0.1
C 2.7060 -3.0830 5.4686 -0.2 0.5 -0.1
H 1.7189 -5.0312 5.5295 0.1 0.1 0.0
H 3.3235 -5.0213 4.7726 -0.1 0.0 0.0
H 2.6927 -4.6605 7.7212 0.1 0.0 0.0
H 3.8558 -5.7959 7.0109 0.0 0.1 0.0
H 5.3576 -3.9979 6.4134 0.0 -0.1 0.1
H 4.6734 -3.3498 7.9207 0.0 0.1 -0.1
H 1.8271 -2.6560 5.9638 -0.1 0.0 0.0
H 2.7238 -2.7384 4.4310 0.1 0.0 0.2
C -4.5194 7.4846 4.5911 0.5 0.4 0.0
C -5.9494 7.3907 4.1254 -0.6 0.1 0.2
C -5.9065 6.1856 3.2114 0.0 -0.3 -0.4
O -4.8863 5.3146 3.7188 -0.1 0.3 0.1
C -4.1273 6.0277 4.7050 0.1 -0.3 0.2
H -4.3975 8.0333 5.5284 0.0 -0.1 -0.3
H -3.9105 7.9766 3.8234 0.0 0.0 0.2
H -6.6053 7.1881 4.9803 0.0 0.0 -0.1
H -6.3091 8.2933 3.6248 0.0 -0.1 0.0
H -5.6263 6.4699 2.1916 -0.1 0.0 0.0
H -6.8611 5.6527 3.1752 0.1 -0.1 0.0
H -4.3914 5.6216 5.6876 0.1 0.0 0.1
H -3.0591 5.8659 4.5362 -0.1 -0.1 0.0
C 9.4332 -4.6155 1.6140 -0.2 -0.4 0.5
C 9.6665 -4.6526 0.1258 0.5 -0.1 -0.4
C 8.6920 -3.6083 -0.3738 -0.3 0.2 -0.3
O 8.5627 -2.6287 0.6658 0.0 -0.3 0.0
C 9.1720 -3.1452 1.8571 0.1 0.4 0.2
H 10.2708 -5.0023 2.2000 -0.1 0.1 0.0
H 8.5400 -5.2002 1.8644 0.1 0.1 0.0
H 10.6940 -4.3413 -0.0963 -0.1 -0.1 0.0
H 9.5033 -5.6367 -0.3207 0.0 0.1 0.0
H 7.7015 -4.0410 -0.5502 0.0 -0.1 -0.1
H 9.0309 -3.1252 -1.2948 -0.1 0.1 0.1
H 10.1071 -2.5977 2.0182 0.0 0.0 0.1
H 8.5141 -2.9714 2.7130 0.0 0.1 -0.1
C -2.8299 9.9462 8.8365 0.0 -0.3 0.6
C -2.0990 11.0439 8.1073 0.0 0.7 -0.1
C -1.5714 10.3181 6.8889 0.3 -0.2 -0.3
O -2.5063 9.2722 6.5903 0.0 0.2 0.3
C -3.4112 9.1405 7.6954 -0.2 -0.1 -0.3
H -3.5904 10.3109 9.5315 0.1 -0.1 -0.1
H -2.1148 9.3347 9.3996 -0.1 0.1 0.0
H -2.8084 11.8216 7.8008 0.1 0.0 0.0
H -1.3095 11.5148 8.6984 -0.1 -0.1 -0.1
H -0.6019 9.8515 7.0929 0.0 0.1 0.0
H -1.4662 10.9764 6.0217 0.0 -0.2 0.0
H -4.3817 9.5403 7.3817 -0.1 0.0 0.1
H -3.5341 8.0836 7.9475 0.0 0.0 -0.1